{
  "formula": "C5H6FN3O2",
  "method": "ωB97M-V/def2-TZVPD",
  "energy_ev": -16557.40439,
  "e_above_lowest_ev": 6.034,
  "lumo_energy_ev": [-1.2, -1.6],
  "gap_ha": [0.2742, 0.2961],
  "homo_energy_ev": [-8.70, -9.67],
  "multiplicity": 1,
  "fmax_ev_per_a": 4.01,
  "species": ["C", "C", "C", "C", "C", "N", "N", "N", "O", "O", "F", "H", "H", "H", "H", "H", "H"],
  "xyz": [[-0.582, 1.074, 1.483], [-1.888, 1.146, 0.767], [0.292, 0.130, 1.162], [-1.103, -0.398, -0.809], [0.199, -0.567, -0.043], [-2.048, 0.467, -0.295], [1.466, 0.847, -1.154], [1.050, -1.825, -0.387], [0.692, -2.339, -1.398], [1.972, -2.072, 0.390], [1.136, -0.165, 2.143], [-0.276, 1.732, 2.264], [-2.616, 1.888, 1.053], [-0.948, -0.101, -1.894], [-1.621, -1.437, -0.816], [2.178, 1.048, -0.415], [2.097, 0.571, -2.052]],
  "mulliken_charge": [-0.34, -0.21, 0.66, -0.32, -0.08, -0.55, -0.61, 1.01, -0.55, -0.58, -0.26, 0.41, 0.39, 0.25, 0.32, 0.24, 0.23]
}

{
  "formula": "C6H10S",
  "method": "ωB97M-V/def2-TZVPD",
  "energy_ev": -17216.34073,
  "smiles": "C=CC1(SC)CC1",
  "e_above_lowest_ev": 3.283,
  "lumo_energy_ev": 1.0,
  "gap_ha": 0.3460,
  "homo_energy_ev": -8.46,
  "multiplicity": 1,
  "fmax_ev_per_a": 5.53,
  "species": ["C", "C", "C", "S", "C", "C", "C", "H", "H", "H", "H", "H", "H", "H", "H", "H", "H"],
  "xyz": [[-2.068, -1.205, -0.159], [-0.759, -1.228, -0.375], [0.113, 0.113, -0.594], [1.835, -0.114, -0.921], [2.276, -0.714, 0.769], [-0.456, 1.343, -1.329], [-0.245, 1.399, 0.076], [-2.531, -2.201, 0.063], [-2.720, -0.265, 0.075], [-0.092, -2.141, -0.379], [2.286, -1.739, 0.463], [1.479, -0.552, 1.519], [3.340, -0.349, 0.945], [-1.409, 1.147, -1.856], [0.298, 1.938, -1.961], [0.735, 2.000, 0.484], [-1.134, 1.481, 0.845]],
  "mulliken_charge": [-0.76, -0.17, 0.48, -0.06, -0.87, -0.71, -0.36, 0.25, 0.19, 0.21, 0.28, 0.33, 0.29, 0.26, 0.24, 0.21, 0.20]
}